Here is a cluster of 10 separate species, C32H54N6O4S4 in total from OMol25. Energies are from ωB97M-V/def2-TZVPD.

The calculation puts the LUMO energy (spin up / spin down) at -3.21 / -7.92 eV. As for the charge: +1. The HOMO energy (spin up / spin down) comes out at -0.35126 / -0.35126 Eh. The multiplicity is 2. As for the HOMO-LUMO gap (spin up / spin down): 6.346 / 1.639 eV.

Each line ends with the Mulliken charge.
Atoms and positions in Å:
C (3.289, -2.286, -2.184)  -0.591
S (2.662, -3.824, -1.372)  0.800
O (3.508, -5.022, -1.713)  -0.345
C (3.170, -3.471, 0.350)  -0.106
H (2.822, -2.355, -3.167)  0.395
H (4.338, -2.242, -2.475)  0.386
H (2.873, -1.451, -1.620)  0.022
H (4.250, -3.616, 0.381)  0.197
H (2.672, -4.126, 1.065)  0.328
H (2.879, -2.460, 0.634)  -0.148
C (-2.449, -0.682, -5.122)  -0.711
S (-4.114, -1.355, -4.942)  0.531
O (-3.981, -2.827, -5.335)  -0.674
C (-4.096, -1.297, -3.125)  -0.328
H (-1.975, -1.127, -5.997)  0.424
H (-1.772, -0.957, -4.313)  0.135
H (-2.320, 0.400, -5.153)  0.228
H (-3.340, -0.734, -2.579)  -0.226
H (-4.080, -2.345, -2.826)  0.444
H (-5.091, -0.956, -2.840)  0.178
C (-3.356, 1.055, 4.618)  -1.113
S (-2.684, 0.791, 2.962)  0.733
O (-1.242, 1.306, 2.939)  -0.641
C (-2.338, -1.026, 3.196)  -1.037
H (-2.912, 0.412, 5.378)  0.356
H (-4.443, 1.111, 4.577)  0.337
H (-2.961, 2.044, 4.852)  0.367
H (-1.579, -1.198, 3.960)  0.335
H (-1.975, -1.398, 2.238)  0.139
H (-3.217, -1.566, 3.547)  0.603
C (0.862, 0.591, 0.477)  -0.693
S (0.486, 1.045, -1.306)  0.403
O (0.653, -0.163, -2.221)  -0.607
C (-1.457, 1.096, -1.203)  -0.513
H (0.095, -0.024, 0.948)  0.112
H (1.137, 1.376, 1.182)  0.611
H (1.746, -0.035, 0.358)  0.095
H (-1.764, 1.410, -2.201)  -0.025
H (-1.609, 1.808, -0.392)  0.397
H (-1.828, 0.103, -0.949)  0.235
N (6.466, -1.688, 1.048)  0.106
C (5.658, -0.616, 0.742)  -0.299
C (6.439, 0.496, 0.748)  -0.593
C (7.634, 0.162, 1.376)  -0.515
C (7.724, -1.197, 1.524)  -0.599
H (6.248, -2.674, 1.017)  0.136
H (4.651, -0.749, 0.377)  0.501
H (6.175, 1.477, 0.383)  0.487
H (8.519, 0.752, 1.563)  0.414
H (8.528, -1.839, 1.852)  0.430
N (2.406, -0.228, 2.946)  0.388
C (3.665, -0.109, 3.521)  -0.630
C (3.841, -1.097, 4.476)  -0.654
C (2.526, -1.643, 4.640)  -0.914
C (1.715, -1.192, 3.610)  0.141
H (2.061, 0.266, 2.135)  -0.018
H (4.403, 0.567, 3.114)  0.429
H (4.754, -1.347, 4.996)  0.469
H (2.233, -2.349, 5.403)  0.463
H (0.694, -1.330, 3.288)  0.214
N (-4.738, 3.132, -3.683)  0.177
C (-5.720, 3.273, -4.663)  -0.293
C (-5.152, 3.191, -5.929)  -0.794
C (-3.791, 2.989, -5.677)  -0.324
C (-3.493, 2.974, -4.324)  -0.678
H (-4.890, 3.211, -2.688)  0.183
H (-6.724, 3.163, -4.278)  0.335
H (-5.482, 3.187, -6.957)  0.394
H (-3.033, 2.869, -6.437)  0.423
H (-2.605, 2.833, -3.726)  0.495
N (4.074, 4.527, 1.698)  0.007
C (4.120, 5.658, 0.948)  -0.559
C (3.871, 5.206, -0.374)  -0.660
C (3.776, 3.849, -0.328)  -0.497
C (3.891, 3.427, 0.927)  -0.137
H (4.301, 4.448, 2.679)  0.208
H (4.451, 6.578, 1.406)  0.379
H (3.807, 5.746, -1.307)  0.408
H (3.611, 3.182, -1.161)  0.448
H (3.761, 2.517, 1.494)  0.415
N (-0.428, -5.579, 3.066)  -0.019
C (-0.727, -5.924, 1.783)  -0.548
C (-0.449, -4.876, 0.947)  -1.290
C (0.052, -3.824, 1.741)  0.167
C (0.208, -4.338, 3.056)  -0.742
H (-0.546, -6.240, 3.820)  0.226
H (-1.053, -6.930, 1.560)  0.411
H (-0.584, -4.865, -0.124)  0.491
H (0.301, -2.862, 1.319)  0.900
H (0.548, -3.884, 3.975)  0.414
N (-5.399, 1.131, -0.507)  0.159
C (-4.835, 2.345, -0.250)  -0.563
C (-5.584, 3.341, -0.837)  -0.668
C (-6.736, 2.722, -1.343)  -0.406
C (-6.569, 1.363, -1.218)  -0.520
H (-5.154, 0.210, -0.172)  0.229
H (-3.953, 2.398, 0.371)  0.384
H (-5.423, 4.407, -0.894)  0.475
H (-7.646, 3.170, -1.714)  0.570
H (-7.253, 0.610, -1.582)  0.411

=====

Here is a cluster of 2 separate species, C2H3F3IN in total from OMol25. Energies are from ωB97M-V/def2-TZVPD.

The calculation puts the LUMO energy (spin up / spin down) at 0.20 / 0.20 eV. As for the charge: 0. The HOMO energy (spin up / spin down) comes out at -0.30223 / -0.30225 Eh. As for the HOMO-LUMO gap (spin up / spin down): 8.420 / 8.421 eV.

Each line ends with the Mulliken charge.
Atoms and positions in Å:
C (0.023, 0.785, -0.446)  -0.608
C (0.279, -1.431, 0.043)  0.607
N (-0.860, 1.193, 0.416)  -0.337
F (-0.630, -2.054, -0.717)  -0.247
F (1.524, -1.898, -0.268)  -0.240
F (-0.028, -1.721, 1.269)  -0.246
I (1.996, 1.463, -0.045)  0.074
H (-0.142, 0.664, -1.436)  0.547
H (-0.386, 1.662, 1.175)  0.219
H (-1.775, 1.338, 0.009)  0.231

=====

Here is an isolated molecule of C3H8N2 from OMol25. Energies are from ωB97M-V/def2-TZVPD.

The calculation puts the LUMO energy at 1.16 eV. As for the charge: 0. The HOMO energy comes out at -0.29372 Eh. As for the HOMO-LUMO gap: 9.151 eV. As for the SMILES: C[C@@H]1CNN1.

Each line ends with the Mulliken charge.
Atoms and positions in Å:
C (0.399, -1.178, 0.842)  -1.268
C (-0.163, 0.216, 0.391)  0.331
C (-0.874, 0.362, -0.951)  -0.320
N (0.259, 1.765, -1.142)  -0.557
N (0.829, 1.136, 0.068)  -0.270
H (0.968, -1.727, 0.152)  0.388
H (-0.517, -1.886, 1.013)  0.295
H (0.903, -1.146, 1.929)  0.246
H (-0.780, 0.415, 1.216)  0.147
H (-0.901, -0.356, -1.865)  0.272
H (-1.683, 1.076, -0.835)  0.262
H (0.957, 1.654, -1.981)  0.235
H (1.064, 1.811, 0.775)  0.239

=====

Here is a cluster of 2 separate species, C6H17BrO2P in total from OMol25. Energies are from ωB97M-V/def2-TZVPD.

The calculation puts the LUMO energy at -5.56 eV. As for the charge: +1. The HOMO energy comes out at -0.42291 Eh. As for the HOMO-LUMO gap: 5.945 eV.

Each line ends with the Mulliken charge.
Atoms and positions in Å:
C (1.498, -1.794, 1.771)  -0.566
C (0.153, -2.196, 1.745)  -0.213
C (-0.989, -1.224, 1.262)  -0.633
P (-1.065, -0.981, -0.619)  0.535
Br (-2.447, -2.818, -0.912)  -0.397
C (0.010, 0.586, -0.432)  -0.705
C (0.701, 1.089, -1.767)  0.320
C (1.761, 0.074, -2.376)  -1.168
O (1.456, 2.292, -1.399)  -0.556
H (1.955, -1.254, 0.889)  0.164
H (2.163, -2.053, 2.645)  0.288
H (-0.052, -3.237, 2.131)  0.371
H (-0.846, -0.217, 1.767)  0.154
H (-1.973, -1.672, 1.592)  0.491
H (-2.123, -0.154, -1.117)  0.094
H (-0.101, -1.671, -1.409)  0.062
H (-0.710, 1.436, -0.114)  -0.126
H (0.765, 0.505, 0.409)  0.343
H (-0.043, 1.457, -2.540)  0.344
H (2.730, 0.595, -2.631)  0.376
H (1.382, -0.419, -3.326)  0.299
H (1.981, -0.724, -1.594)  0.259
H (2.101, 1.975, -0.738)  0.333
O (-1.984, 2.454, 1.555)  -0.441
H (-2.957, 2.404, 1.424)  0.447
H (-1.733, 2.209, 2.474)  0.461
H (-1.632, 3.340, 1.310)  0.462

=====

Let's list calculated total energy in order: -3473.36793 -729.96341 -228.46942 -3304.18792 Eh.